1.
The following is a DFT calculation (ωB97M-V with the def2-TZVPD basis set) of a gas-phase ion, C3F4N3 (charge +1) in a non-equilibrium geometry.

Calculated values
- Gap between HOMO and LUMO: 9.761 eV
- Lowest unoccupied orbital energy: -6.3049 eV
- Electronic energy: -18437.3443 eV
- Molecular weight: 154.05 g mol⁻¹
- Net charge: +1

Each line ends with the Löwdin charge.
Atoms and positions in Å:
F  2.637  0.090  -0.464  0.418
C  1.553  0.467  -0.815  -0.044
N  0.571  0.983  -1.139  0.378
C  -0.837  0.945  -0.807  -0.308
F  -1.386  1.868  -1.535  0.232
N  -1.317  0.199  0.033  0.300
C  -0.744  -0.689  0.887  -0.332
F  -1.663  -1.319  1.602  0.188
N  0.514  -0.962  0.946  0.115
F  0.836  -2.050  1.649  0.054

2.
The following is a DFT calculation (ωB97M-V with the def2-TZVPD basis set) of a single C3F5NO2S molecule in a non-equilibrium geometry.

Calculated values
- Gap between HOMO and LUMO: 8.293 eV
- Lowest unoccupied orbital energy: -1.5743 eV
- Electronic energy: -33111.5027 eV
- Molecular weight: 209.09 g mol⁻¹

Each line ends with the Löwdin charge.
Atoms and positions in Å:
C  1.577  -1.199  -0.306  -0.309
C  -1.693  0.736  0.622  -0.259
C  1.957  0.133  -0.342  -0.729
N  -1.501  -0.345  -0.083  -0.240
O  -0.961  -1.385  0.751  -0.349
O  -1.546  -0.530  -1.323  0.004
F  -2.290  1.803  -0.075  0.108
F  -1.844  0.799  1.912  0.206
F  3.256  0.304  -0.651  0.128
F  1.822  0.705  0.896  0.115
F  1.265  0.899  -1.197  0.153
S  0.490  -2.111  0.180  1.172

3.
The following is a DFT calculation (ωB97M-V with the def2-TZVPD basis set) of a single C3H10BNOP2 molecule in a non-equilibrium geometry.

Calculated values
- Gap between HOMO and LUMO: 9.685 eV
- Lowest unoccupied orbital energy: 0.6225 eV
- Electronic energy: -26064.9262 eV
- Molecular weight: 148.88 g mol⁻¹

Each line ends with the Löwdin charge.
Atoms and positions in Å:
C  0.461  1.184  2.558  0.032
B  0.222  0.463  1.209  -0.644
N  -0.923  -0.260  0.649  0.069
C  -0.663  -0.654  -0.782  -0.608
P  -1.014  -2.426  -0.706  0.877
C  0.771  -0.044  -0.936  -0.595
P  0.847  1.338  -2.227  0.885
O  1.151  0.572  0.251  0.009
H  1.455  1.049  2.784  0.039
H  -0.268  0.928  3.296  0.060
H  0.412  2.234  2.369  0.066
H  -1.919  -0.319  0.809  0.101
H  -1.340  -0.058  -1.347  0.060
H  0.113  -2.732  -0.133  -0.136
H  -0.580  -2.795  -1.922  -0.139
H  1.545  -0.853  -1.201  0.126
H  -0.268  1.792  -1.577  -0.109
H  -0.003  0.581  -3.094  -0.093

4.
The following is a DFT calculation (ωB97M-V with the def2-TZVPD basis set) of a molecular structure, C3H10FLiO2P3S2 in a non-equilibrium geometry.

Calculated values
- Gap between HOMO and LUMO: 6.980 eV
- Lowest unoccupied orbital energy: -5.1429 eV
- Electronic energy: -59816.5076 eV
- Molecular weight: 261.11 g mol⁻¹
- Net charge: +1

Each line ends with the Löwdin charge.
Atoms and positions in Å:
C  -0.994  -0.367  -2.826  -0.179
C  -0.063  0.790  -2.129  -0.446
P  0.804  0.193  -0.488  0.595
C  1.465  -1.586  -0.656  -0.384
P  -0.829  0.338  0.990  0.425
P  -0.676  2.389  1.790  0.074
S  1.145  2.952  2.179  0.045
S  -0.576  -1.042  2.608  0.593
O  -0.355  -0.157  3.895  -0.407
O  -1.936  -1.804  2.804  -0.364
F  0.702  -2.170  2.356  -0.313
H  -0.356  -1.267  -3.218  0.080
H  -1.861  -0.694  -2.076  0.091
H  -1.565  0.163  -3.728  0.101
H  0.674  1.338  -2.855  0.100
H  -0.823  1.629  -1.752  0.085
H  1.959  -1.813  -1.714  0.096
H  2.336  -1.719  0.150  -0.018
H  0.686  -2.434  -0.408  0.078
H  -1.502  2.537  2.985  0.002
H  -1.256  3.243  0.766  -0.020
Li  3.021  -0.517  1.328  0.766

5.
The following is a DFT calculation (ωB97M-V with the def2-TZVPD basis set) of 2 unconnected molecules or ions with the total composition C3H10FN2 in a non-equilibrium geometry.

Calculated values
- Gap between HOMO and LUMO: 7.634 eV
- Lowest unoccupied orbital energy: -3.7657 eV
- Electronic energy: -8962.8485 eV
- Molecular weight: 93.12 g mol⁻¹
- Net charge: +1

Each line ends with the Löwdin charge.
Atoms and positions in Å:
C  1.607  -0.822  0.346  -0.014
C  0.213  -0.284  -1.738  -0.163
C  0.424  -0.422  -0.420  -0.298
N  -2.260  1.725  0.450  0.253
N  1.229  -0.079  -2.595  0.061
F  -0.760  -0.356  0.323  -0.047
H  1.337  -1.277  1.241  0.070
H  2.283  -0.091  0.424  0.040
H  2.178  -1.674  -0.167  0.132
H  -0.774  -0.272  -2.103  0.116
H  -3.212  1.995  0.023  0.187
H  -1.623  0.874  0.165  0.109
H  -2.587  1.605  1.436  0.162
H  1.153  0.174  -3.615  0.135
H  -1.646  2.521  0.246  0.143
H  2.223  -0.219  -2.374  0.113

6.
The following is a DFT calculation (ωB97M-V with the def2-TZVPD basis set) of a molecular structure, C3H10IN3 in a non-equilibrium geometry.

Calculated values
- Gap between HOMO and LUMO (alpha / beta): 6.565 / 8.342 eV
- Lowest unoccupied orbital energy (alpha / beta): -10.2473 / -8.9495 eV
- Electronic energy: -15820.7720 eV
- Molecular weight: 215.04 g mol⁻¹
- Net charge: +2

Each line ends with the Löwdin charge.
Atoms and positions in Å:
C  0.640  1.441  -0.134  -0.217
C  -2.198  -1.836  -0.928  -0.320
C  1.748  0.618  0.391  -0.106
N  -1.705  -1.326  0.222  -0.535
N  0.468  2.185  -1.126  0.183
N  1.229  -0.227  1.510  0.140
I  -1.965  0.559  0.463  1.369
H  -2.699  -1.101  -1.593  0.076
H  -1.482  -2.490  -1.315  0.082
H  -2.900  -2.733  -0.856  0.160
H  2.317  1.354  0.904  0.152
H  2.175  -0.100  -0.283  0.153
H  1.120  2.256  -1.925  0.185
H  -0.329  2.789  -1.067  0.125
H  2.016  -0.712  2.158  0.258
H  0.766  -1.114  1.396  0.134
H  0.798  0.436  2.182  0.160